7 unconnected molecules or ions with the total composition C35H66ClN2O19P2Si. Source: the Open Molecules 2025 dataset; level of theory: ωB97M-V/def2-TZVPD.

XYZ file:
```
126
C35H66ClN2O19P2Si, DFT ωB97M-V/def2-TZVPD
C -5.795 -3.363 3.163
C -4.662 -3.275 2.117
P -5.425 -3.317 0.449
C -5.372 -5.104 0.032
N -3.971 -2.685 -0.593
C -2.696 -3.405 -0.198
C -1.454 -3.122 -1.025
O -0.908 -1.900 -0.584
Si 0.105 -0.936 -1.541
C 0.049 0.726 -0.702
C -0.516 -0.810 -3.286
C 1.834 -1.620 -1.481
C -4.235 -2.881 -2.067
C -5.675 -2.722 -2.557
C -6.339 -1.378 -2.333
Cl -5.540 -3.020 -4.326
P -3.791 -0.865 -0.216
N -3.624 -0.007 -1.472
H -5.886 -2.430 3.714
H -5.576 -4.136 3.894
H -6.767 -3.585 2.716
H -4.077 -2.364 2.255
H -3.956 -4.097 2.239
H -4.781 -5.316 -0.857
H -6.396 -5.410 -0.186
H -5.001 -5.700 0.864
H -2.899 -4.476 -0.159
H -2.463 -3.079 0.813
H -0.763 -3.952 -0.831
H -1.652 -3.117 -2.101
H 0.823 0.856 0.053
H -0.896 0.827 -0.157
H 0.092 1.544 -1.423
H -1.531 -0.419 -3.372
H -0.468 -1.771 -3.808
H 0.161 -0.145 -3.829
H 2.090 -1.925 -0.464
H 1.987 -2.482 -2.135
H 2.531 -0.842 -1.802
H -3.902 -3.895 -2.291
H -3.596 -2.191 -2.617
H -6.302 -3.540 -2.203
H -5.782 -0.589 -2.832
H -6.409 -1.147 -1.269
H -7.356 -1.408 -2.720
H -5.022 -0.744 0.439
H -2.808 -0.914 0.778
H -2.740 0.472 -1.582
C 4.932 -0.891 -5.833
C 4.419 0.493 -5.538
C 4.494 0.976 -4.097
O 3.352 1.851 -4.020
C 2.449 1.452 -4.936
O 1.319 1.832 -4.982
O 2.992 0.547 -5.773
H 5.964 -0.995 -5.505
H 4.331 -1.634 -5.309
H 4.878 -1.090 -6.903
H 4.879 1.230 -6.202
H 5.389 1.539 -3.852
H 4.362 0.168 -3.379
C -4.629 2.045 1.860
C -3.334 2.466 2.499
C -3.024 3.948 2.438
O -1.587 3.955 2.362
C -1.184 2.788 1.830
O -0.082 2.548 1.448
O -2.218 1.911 1.767
H -5.466 2.594 2.291
H -4.594 2.243 0.787
H -4.805 0.980 2.018
H -3.258 2.100 3.527
H -3.352 4.513 3.305
H -3.421 4.415 1.535
C 11.056 -0.472 -3.781
C 9.690 0.156 -3.707
C 9.358 0.860 -2.403
O 7.939 0.665 -2.300
C 7.617 -0.443 -2.999
O 6.549 -0.973 -2.963
O 8.657 -0.857 -3.746
H 11.818 0.280 -3.573
H 11.142 -1.274 -3.048
H 11.243 -0.886 -4.769
H 9.513 0.822 -4.555
H 9.576 1.923 -2.402
H 9.836 0.379 -1.547
C -0.658 8.149 1.408
C -2.066 8.495 1.815
C -2.215 9.145 3.180
O -3.496 8.670 3.616
C -3.754 7.512 2.979
O -4.641 6.763 3.246
O -2.855 7.300 1.996
H -0.032 9.041 1.451
H -0.247 7.394 2.078
H -0.629 7.760 0.392
H -2.565 9.094 1.049
H -2.220 10.231 3.160
H -1.456 8.788 3.880
C 2.884 2.356 2.750
C 3.840 1.315 2.234
C 4.166 0.185 3.193
O 5.498 -0.170 2.818
C 6.076 0.912 2.234
O 7.228 0.996 1.963
O 5.150 1.871 2.009
H 1.955 1.880 3.066
H 3.321 2.891 3.594
H 2.634 3.075 1.974
H 3.495 0.913 1.276
H 3.520 -0.683 3.090
H 4.168 0.527 4.231
C -0.480 -4.348 2.494
C -0.819 -4.370 3.962
C -1.195 -5.721 4.547
O -2.178 -5.372 5.529
C -2.750 -4.206 5.166
O -3.737 -3.744 5.637
O -2.047 -3.635 4.154
H 0.317 -5.044 2.237
H -1.389 -4.615 1.954
H -0.179 -3.346 2.186
H -0.047 -3.894 4.571
H -0.373 -6.246 5.024
H -1.666 -6.369 3.802
```

Its max |F| is 0.74 eV/A. The frontier orbital gap is 10.1 eV. As for the total charge: +1. The HOMO energy comes out at -12.2 eV. For the energy, the calculation gives -118223.6338 eV.

Results of the Mulliken charge analysis, in e, for atoms 1 through 4: atom 1 (C): -1.27, atom 2 (C): 0.31, atom 3 (P): -0.09, atom 4 (C): -1.23

6 unconnected molecules or ions with the total composition C35H66FI3NO16. Source: the Open Molecules 2025 dataset; level of theory: ωB97M-V/def2-TZVPD.

XYZ file:
```
122
C35H66FI3NO16, DFT ωB97M-V/def2-TZVPD
C -2.881 -7.041 3.690
C -3.414 -5.915 2.792
C -2.367 -5.342 1.813
C -1.931 -3.913 2.138
C -1.582 -3.766 3.626
C -0.661 -2.612 4.028
C -0.830 -1.976 5.451
C -1.991 -2.404 6.366
C -3.366 -1.993 5.853
I -1.966 -4.433 7.084
C -0.582 -1.408 3.040
C -1.743 -0.384 3.075
C -2.275 0.026 1.724
C -1.235 0.624 0.778
F -2.953 -1.021 1.115
C 0.733 -0.808 3.421
N 1.496 -1.682 3.928
C 2.836 -1.434 4.469
C 3.211 0.030 4.528
C 2.415 0.793 5.600
I 3.467 0.980 7.436
C 0.853 -3.032 3.879
I 1.640 -4.430 5.339
C 1.345 -3.594 2.507
C 1.255 -5.107 2.244
O 1.068 -5.336 0.839
H -1.939 -7.428 3.315
H -2.758 -6.727 4.722
H -3.566 -7.878 3.688
H -4.195 -6.362 2.190
H -3.903 -5.156 3.392
H -1.519 -6.015 1.780
H -2.823 -5.314 0.832
H -1.130 -3.636 1.463
H -2.788 -3.282 1.923
H -2.515 -3.730 4.158
H -1.117 -4.681 3.980
H 0.077 -2.130 6.027
H -0.938 -0.896 5.398
H -1.852 -1.829 7.268
H -3.477 -2.111 4.784
H -3.465 -0.930 6.064
H -4.158 -2.494 6.390
H -0.493 -1.668 1.987
H -2.542 -0.697 3.733
H -1.344 0.533 3.508
H -3.012 0.801 1.922
H -0.332 0.919 1.295
H -1.678 1.486 0.302
H -1.050 -0.109 -0.002
H 0.944 0.238 3.294
H 2.856 -1.825 5.481
H 3.564 -2.012 3.917
H 4.249 0.052 4.827
H 3.124 0.501 3.554
H 2.164 1.767 5.205
H 1.469 0.301 5.784
H 0.881 -3.101 1.661
H 2.399 -3.341 2.460
H 0.408 -5.576 2.720
H 2.180 -5.599 2.505
H 1.630 -4.709 0.354
C 0.766 3.442 8.890
O 0.054 4.628 8.540
C 0.808 5.733 8.534
O 1.984 5.780 8.784
O 0.032 6.762 8.201
C 0.709 8.023 8.157
H 0.052 2.623 8.858
H 1.565 3.246 8.178
H 1.173 3.517 9.897
H 1.502 8.007 7.413
H 1.116 8.273 9.135
H -0.034 8.763 7.877
C 1.212 4.678 -3.459
O 0.680 3.483 -4.043
C 0.444 2.499 -3.178
O 0.636 2.536 -1.987
O -0.048 1.463 -3.859
C -0.339 0.325 -3.052
H 1.353 5.383 -4.273
H 0.514 5.096 -2.737
H 2.172 4.479 -2.986
H -1.095 0.569 -2.307
H 0.564 -0.047 -2.572
H -0.732 -0.449 -3.706
C -2.601 6.541 -9.842
O -2.801 5.527 -8.852
C -1.831 5.443 -7.945
O -0.841 6.131 -7.902
O -2.134 4.463 -7.094
C -1.159 4.256 -6.069
H -3.458 6.496 -10.507
H -2.554 7.525 -9.380
H -1.693 6.349 -10.411
H -1.055 5.151 -5.458
H -0.201 3.977 -6.500
H -1.517 3.440 -5.451
C 2.834 1.979 -12.048
O 2.679 2.275 -10.658
C 2.429 3.562 -10.397
O 2.332 4.440 -11.215
O 2.305 3.702 -9.077
C 2.034 5.043 -8.651
H 3.030 0.913 -12.117
H 1.924 2.214 -12.596
H 3.676 2.528 -12.466
H 1.098 5.400 -9.065
H 2.850 5.707 -8.931
H 1.952 5.015 -7.568
C 2.338 -2.806 -6.759
O 1.623 -2.882 -5.521
C 1.149 -4.095 -5.234
O 1.273 -5.084 -5.904
O 0.506 -4.018 -4.064
C -0.070 -5.246 -3.618
H 2.662 -1.774 -6.865
H 3.210 -3.457 -6.740
H 1.691 -3.067 -7.593
H 0.701 -5.999 -3.462
H -0.814 -5.613 -4.322
H -0.553 -5.029 -2.669
```

Its max |F| is 1.41 eV/A. The frontier orbital gap is 7.9 eV. As for the total charge: +1. The HOMO energy comes out at -11.8 eV. For the energy above the lowest of the compared OMol25 structures with the same formula, charge and spin, the calculation gives 0.0 kcal per mole. For the energy, the calculation gives -98627.9941 eV.

Results of the Mulliken charge analysis, in e, for atoms 1 through 4: atom 1 (C): -1.07, atom 2 (C): -0.56, atom 3 (C): -0.88, atom 4 (C): -0.77

4 unconnected molecules or ions with the total composition C35H68ClF9IO17P3S. Source: the Open Molecules 2025 dataset; level of theory: ωB97M-V/def2-TZVPD.

XYZ file:
```
135
C35H68ClF9IO17P3S, DFT ωB97M-V/def2-TZVPD
C 8.724 -1.799 0.785
C 8.029 -0.439 0.550
C 6.491 -0.460 0.558
Cl 6.041 -1.342 2.047
C 5.812 -1.073 -0.737
C 6.842 -1.124 -1.877
C 6.440 -1.445 -3.327
C 5.771 -2.787 -3.588
O 6.156 -3.313 -4.860
O 5.620 -2.494 -0.407
S 4.135 -3.013 -0.576
O 3.565 -3.144 0.718
O 4.077 -4.153 -1.414
O 3.604 -1.738 -1.369
C 4.355 -0.546 -1.024
C 3.672 -0.054 0.285
C 2.223 0.445 0.147
C 1.086 -0.538 0.404
F 1.422 -1.549 1.216
F 0.126 0.161 1.088
C 0.346 -1.075 -0.879
F -0.800 -0.380 -1.035
F 1.071 -0.863 -1.995
C -0.055 -2.568 -0.822
F 1.025 -3.358 -0.712
F -0.874 -2.744 0.239
C -0.853 -3.075 -2.063
F -2.056 -2.491 -2.166
F -1.063 -4.398 -1.865
F -0.154 -2.944 -3.200
C 4.326 0.653 -2.003
C 3.322 0.692 -3.165
C 3.198 -0.505 -4.097
I 3.976 2.351 -4.417
H 8.087 -2.649 0.553
H 9.059 -1.867 1.816
H 9.627 -1.828 0.173
H 8.448 0.091 -0.300
H 8.289 0.173 1.417
H 6.187 0.577 0.683
H 7.624 -1.829 -1.606
H 7.307 -0.137 -1.916
H 7.381 -1.492 -3.880
H 5.902 -0.596 -3.750
H 4.685 -2.762 -3.533
H 6.114 -3.521 -2.861
H 5.811 -2.720 -5.533
H 3.718 -0.798 1.075
H 4.231 0.808 0.645
H 2.094 1.200 0.922
H 2.013 0.961 -0.789
H 4.126 1.533 -1.395
H 5.321 0.826 -2.406
H 2.326 1.005 -2.875
H 2.964 -1.433 -3.580
H 2.353 -0.308 -4.760
H 4.047 -0.627 -4.764
C 9.065 6.692 3.210
C 9.509 5.420 3.905
O 8.409 4.601 4.333
P 7.515 3.843 3.244
O 8.309 2.881 2.471
O 6.569 2.984 4.225
C 6.598 1.556 4.231
C 7.563 1.027 5.271
O 6.456 4.912 2.797
C 5.249 5.250 3.508
C 5.476 5.802 4.895
H 8.578 6.477 2.258
H 9.925 7.332 3.013
H 8.349 7.239 3.824
H 10.165 4.833 3.258
H 10.067 5.662 4.808
H 6.835 1.173 3.241
H 5.584 1.226 4.466
H 8.539 1.503 5.173
H 7.684 -0.052 5.166
H 7.196 1.239 6.276
H 4.577 4.394 3.519
H 4.772 6.012 2.891
H 5.911 5.061 5.562
H 4.518 6.114 5.312
H 6.148 6.661 4.869
C -6.126 0.337 -0.188
C -7.039 0.053 0.989
O -6.332 -0.418 2.145
P -5.385 0.588 2.959
O -6.150 1.703 3.522
O -4.982 -0.372 4.190
C -5.340 -0.069 5.538
C -6.660 -0.710 5.913
O -4.024 0.539 2.183
C -3.011 -0.480 2.308
C -3.474 -1.865 1.928
H -5.466 1.181 0.015
H -6.714 0.574 -1.076
H -5.493 -0.525 -0.404
H -7.616 0.943 1.254
H -7.747 -0.735 0.731
H -5.364 1.008 5.698
H -4.539 -0.470 6.163
H -7.427 -0.477 5.175
H -6.993 -0.360 6.891
H -6.561 -1.796 5.949
H -2.585 -0.457 3.310
H -2.220 -0.167 1.630
H -4.237 -2.242 2.606
H -2.628 -2.551 1.961
H -3.894 -1.874 0.921
C -12.171 0.953 -5.722
C -10.763 0.850 -5.167
O -10.612 -0.212 -4.214
P -10.664 -1.735 -4.713
O -9.575 -2.024 -5.649
O -10.299 -2.477 -3.329
C -9.119 -3.264 -3.176
C -7.972 -2.433 -2.641
O -12.196 -2.073 -4.747
C -13.004 -2.444 -3.614
C -13.086 -1.391 -2.535
H -12.424 0.085 -6.332
H -12.264 1.842 -6.346
H -12.901 1.008 -4.915
H -10.038 0.716 -5.974
H -10.503 1.765 -4.637
H -8.851 -3.748 -4.115
H -9.368 -4.056 -2.468
H -7.838 -1.524 -3.228
H -7.042 -3.002 -2.660
H -8.172 -2.128 -1.612
H -12.666 -3.401 -3.220
H -13.997 -2.612 -4.029
H -12.123 -1.220 -2.058
H -13.789 -1.723 -1.771
H -13.428 -0.440 -2.942
```

The structure (SMILES) is CC[C@H](Cl)[C@@]1(CCCO)OS(=O)(=O)O[C@]1(CCC(F)(F)C(F)(F)C(F)(F)C(F)(F)F)C[C@H](C)I.CCOP(=O)(OCC)OCC.CCOP(=O)(OCC)OCC.CCOP(=O)(OCC)OCC. Its max |F| is 4.04 eV/A. The frontier orbital gap is 10.0 eV. The HOMO energy comes out at -10.0 eV. For the energy, the calculation gives -155994.6509 eV.

Results of the Mulliken charge analysis, in e, for atoms 1 through 4: atom 1 (C): -1.41, atom 2 (C): -0.68, atom 3 (C): -0.27, atom 4 (Cl): -0.17

3 unconnected molecules or ions with the total composition C35H68IN3O9P. Source: the Open Molecules 2025 dataset; level of theory: ωB97M-V/def2-TZVPD.

XYZ file:
```
117
C35H68IN3O9P, DFT ωB97M-V/def2-TZVPD
C -6.420 -5.821 4.517
C -5.249 -6.989 4.744
C -4.223 -6.847 3.464
C -2.648 -6.635 3.868
C -2.090 -5.095 3.531
C -0.538 -5.092 3.002
C -0.300 -4.380 1.544
C 0.537 -2.955 1.320
C 1.210 -2.139 2.612
C 2.850 -2.309 2.679
C 3.649 -1.536 1.457
C 3.238 0.041 1.272
C 3.751 0.486 -0.247
C 2.575 1.327 -1.074
C 2.533 2.923 -0.701
C 1.756 3.272 0.713
C 0.300 2.531 0.856
C -0.921 3.541 1.347
O -1.979 3.527 0.286
C -1.829 4.822 -0.435
N 0.752 -2.368 -0.057
C 0.232 -2.994 -1.367
C 0.630 -2.204 -2.747
C -0.482 -2.295 -3.948
O -0.253 -1.186 -4.901
C -1.174 -0.062 -4.668
C -1.766 0.428 -3.220
O -1.524 0.660 -5.766
C -0.616 -4.392 -1.247
O -1.130 -5.069 -2.448
C -0.916 -5.108 0.208
C -1.809 -6.497 0.205
O -1.329 -7.736 0.067
O -3.281 -6.315 0.430
P -4.184 -6.672 -1.016
O -5.515 -7.705 -0.453
I -5.298 -4.641 -1.924
H -6.665 -5.644 3.384
H -6.009 -4.817 4.961
H -7.413 -6.095 5.076
H -4.703 -6.879 5.793
H -5.835 -8.018 4.698
H -4.369 -7.779 2.742
H -4.549 -5.905 2.826
H -2.505 -6.924 5.005
H -2.020 -7.427 3.238
H -2.838 -4.495 2.858
H -2.082 -4.542 4.588
H 0.166 -4.688 3.864
H -0.230 -6.237 2.865
H 0.749 -2.603 3.608
H 0.908 -0.999 2.630
H 3.209 -3.438 2.710
H 3.199 -1.783 3.683
H 3.410 -2.147 0.461
H 4.817 -1.558 1.699
H 2.089 0.261 1.300
H 3.767 0.761 2.029
H 4.730 1.152 -0.211
H 4.033 -0.468 -0.895
H 2.840 1.246 -2.233
H 1.533 0.782 -0.949
H 3.620 3.411 -0.713
H 1.927 3.478 -1.561
H 2.515 3.017 1.597
H 1.573 4.441 0.715
H -0.079 2.002 -0.119
H 0.428 1.699 1.702
H -0.558 4.625 1.612
H -1.438 3.084 2.304
H -0.697 5.059 -0.640
H -2.368 4.805 -1.499
H -2.344 5.630 0.272
H 1.316 -1.477 -0.122
H 1.736 -2.496 -3.089
H 0.709 -1.049 -2.455
H -1.589 -2.404 -3.586
H -0.240 -3.292 -4.557
H -1.031 1.224 -2.775
H -2.852 0.871 -3.422
H -1.915 -0.436 -2.440
H -0.309 -5.496 -2.880
H -6.115 -7.183 0.168
C -5.204 5.966 -3.834
C -5.432 6.336 -2.370
C -6.621 7.300 -2.156
O -6.343 8.661 -2.498
C -6.463 8.954 -3.881
N -4.185 6.884 -1.817
H -4.735 6.771 -4.404
H -4.541 5.096 -3.908
H -6.149 5.705 -4.324
H -5.664 5.406 -1.836
H -6.857 7.310 -1.084
H -7.525 6.947 -2.667
H -7.262 8.378 -4.359
H -5.512 8.780 -4.385
H -6.699 10.017 -3.983
H -4.316 7.044 -0.817
H -4.074 7.828 -2.198
C 10.331 2.833 -0.016
C 9.018 3.223 0.660
C 8.277 2.030 1.302
O 7.591 1.191 0.366
C 8.415 0.229 -0.271
N 8.171 3.926 -0.314
H 10.178 2.332 -0.975
H 10.935 3.725 -0.217
H 10.921 2.171 0.626
H 9.268 3.925 1.465
H 7.496 2.433 1.960
H 8.942 1.436 1.941
H 9.202 -0.148 0.391
H 8.849 0.649 -1.179
H 7.785 -0.614 -0.569
H 7.335 4.265 0.166
H 7.805 3.222 -0.962
```

Its max |F| is 9.35 eV/A. The frontier orbital gap is 5.7 eV. As for the total charge: +1. The HOMO energy comes out at -10.6 eV. For the energy, the calculation gives -77659.8669 eV.

Results of the Mulliken charge analysis, in e, for atoms 1 through 4: atom 1 (C): -0.91, atom 2 (C): -0.41, atom 3 (C): -0.17, atom 4 (C): -0.73